P:
One molecule with the formula C2H3N3O, computed with wB97M-V/def2-TZVPD.

Structure (XYZ):
```
9
Properties=species:S:1:pos:R:3
O 1.7901 -0.8340 -0.3104
C 0.5629 -0.3124 -0.1804
N 0.2690 0.8854 -0.6111
N -1.0102 1.0562 -0.2276
N -1.5131 0.0454 0.4910
C -0.5630 -0.8655 0.4858
H 2.3249 -0.1360 -0.7203
H -1.1823 1.9893 0.1112
H -0.6782 -1.8285 0.9618
```

- SMILES: Oc1cn[nH]n1
- Total charge: 0
- HOMO: -0.3526 Eh
- HOMO-LUMO gap: 10.514 eV

=====

Q:
A 2-piece molecular cluster, C2H3N3O overall, computed with wB97M-V/def2-TZVPD.

Structure (XYZ):
```
9
Properties=species:S:1:pos:R:3
C -0.4485 0.9170 -1.8329
C -0.4606 -0.4041 1.1844
N 0.6217 -0.5098 0.5895
N 0.0495 -1.6726 1.4329
N 0.4591 0.8282 -2.5941
O -1.2519 0.9542 -1.0022
H -1.3043 0.2001 1.4160
H 0.5417 -1.7514 2.3292
H 0.6212 1.0598 -3.5457
```

- SMILES: C1=NN1.N=C=O
- Total charge: 0
- HOMO: -0.3388 Eh
- HOMO-LUMO gap: 10.052 eV

=====

We find P to be the most stable, with the next structure 225.1 kJ/mol higher.

=====

P:
One molecule with the formula C2H3N3O, computed with wB97M-V/def2-TZVPD.

Structure (XYZ):
```
9
Properties=species:S:1:pos:R:3
C -0.1083 -0.3086 -0.7030
C -0.0485 1.1243 0.9724
H -1.6006 -0.8073 -2.0755
H 1.5649 -1.4308 0.5741
H -0.4102 1.9070 1.5115
N -0.5092 -1.0633 -1.7295
N 0.9613 -0.5440 0.3337
N 0.7137 0.2304 1.3824
O -0.5631 0.8923 -0.2659
```

- SMILES: [H]/N=c1/[nH]nco1
- Total charge: 0
- HOMO: -0.3226 Eh
- HOMO-LUMO gap: 9.641 eV

=====

Q:
One molecule with the formula C2H3N3O, computed with wB97M-V/def2-TZVPD.

Structure (XYZ):
```
9
Properties=species:S:1:pos:R:3
C -0.0825 -0.6199 -0.4961
C -0.5859 0.3558 -1.2084
H 0.7985 -0.3719 2.4367
H 0.1809 -1.5078 -0.9721
H -0.9602 0.3235 -2.1139
N 0.2713 -0.0822 0.6192
N -0.6778 1.4517 -0.4723
N -0.0111 1.2758 0.6352
O 1.0668 -0.8249 1.5718
```

- SMILES: On1ccnn1
- Total charge: 0
- HOMO: -0.3686 Eh
- HOMO-LUMO gap: 10.732 eV

=====

We find P to be the most stable, with the next structure 126.5 kJ/mol higher.

=====

P:
One molecule with the formula C8H12, computed with wB97M-V/def2-TZVPD.

Structure (XYZ):
```
20
Properties=species:S:1:pos:R:3
C 1.3073 0.1889 -2.0210
C 0.4620 -0.0895 -0.9211
C -0.3910 0.9963 -0.3171
C -1.6983 0.2741 -0.0514
C -1.1225 -1.1223 0.1995
C 0.3881 -1.1959 0.0634
C 1.0059 -0.2934 1.1677
C 0.3851 1.0583 1.0241
H 1.0204 1.1602 -2.3915
H 2.3686 -0.2687 -2.5112
H -0.5903 2.0180 -0.7936
H -2.0140 0.0382 -1.1801
H -2.3826 0.7250 0.6530
H -1.8675 -1.7328 -0.4099
H -1.4833 -1.3874 1.3346
H 0.7506 -2.1554 -0.0478
H 0.7887 -0.7826 2.2419
H 2.1106 -0.3701 0.9582
H 1.3213 1.7756 1.0669
H -0.3589 1.1635 1.9353
```

- SMILES: C=C1[C@H]2CC[C@@H]1CC2
- Total charge: 0
- HOMO: -0.3286 Eh
- HOMO-LUMO gap: 9.985 eV

=====

Q:
One molecule with the formula C8H12, computed with wB97M-V/def2-TZVPD.

Structure (XYZ):
```
20
Properties=species:S:1:pos:R:3
C -2.5223 0.5158 -0.3111
C -1.0340 0.2549 -0.8063
C -0.3181 -0.6005 0.2403
C -0.8163 -0.7107 1.4021
C 0.7563 -1.4911 -0.1250
C 1.9902 -0.9863 -0.4324
C 2.3143 0.4094 -0.1664
C 1.9177 1.3794 0.7077
H -2.7501 1.3786 0.4966
H -2.7994 -0.6648 -0.0144
H -2.9732 0.9069 -1.2660
H -0.7768 -0.4590 -1.8245
H -0.5557 1.2179 -1.2439
H -1.5929 0.1628 1.5330
H -0.7017 -1.8027 2.0198
H 0.4000 -2.6242 -0.3170
H 2.8431 -1.6302 -0.8716
H 3.1752 0.9880 -0.7489
H 1.1283 1.3722 1.4378
H 2.3152 2.3835 0.2902
```

- SMILES: C=C/C=C\C(=C)CC
- Total charge: 0
- HOMO: -0.3120 Eh
- HOMO-LUMO gap: 9.222 eV

=====

We find P to be the most stable, with the next structure 206.9 kJ/mol higher.

=====

P:
One molecule with the formula C8H12, computed with wB97M-V/def2-TZVPD.

Structure (XYZ):
```
20
Properties=species:S:1:pos:R:3
C 0.7265 2.3846 -0.9723
C 1.5065 1.8327 0.1827
C 0.8320 0.9914 1.2676
C -0.4916 0.4559 0.8141
C 1.5378 1.4102 -1.2609
C -2.0480 -1.0715 -0.3483
C 0.4000 -1.6424 -0.2124
C -0.6912 -0.6808 0.1622
H -0.0008 3.0996 -1.2691
H 2.3430 2.4122 0.5738
H 0.6770 1.6220 2.1469
H 1.4997 0.1799 1.5641
H -1.3384 1.1002 1.0057
H 1.9585 0.7470 -1.9741
H -2.0772 -0.9416 -1.4317
H -2.8301 -0.4555 0.0884
H -2.2575 -2.1177 -0.1346
H 0.3742 -2.5202 0.4364
H 0.2495 -1.9813 -1.2373
H 1.3825 -1.1896 -0.1362
```

- SMILES: CC(C)=CCC1C=C1
- Total charge: 0
- HOMO: -0.3239 Eh
- HOMO-LUMO gap: 9.924 eV

=====

Q:
One molecule with the formula C8H12, computed with wB97M-V/def2-TZVPD.

Structure (XYZ):
```
20
Properties=species:S:1:pos:R:3
C -2.7503 -0.5545 0.5487
C -1.2070 -0.9104 0.6008
C -0.3636 0.2960 0.2011
C -0.5782 1.5556 0.5950
C 0.7916 -0.3308 -1.9076
C 0.8637 0.1290 -0.6771
C 2.0924 0.5934 0.0083
C 3.1014 -0.2731 0.2043
H -3.2676 -0.6309 1.4919
H -2.8048 0.4987 0.2851
H -3.2434 -1.1392 -0.2239
H -0.9392 -1.3135 1.5703
H -1.0532 -1.5958 -0.2284
H -1.3131 1.7329 1.3847
H -0.0128 2.4689 0.5055
H 1.5461 -0.2868 -2.6911
H -0.0990 -0.6384 -2.4628
H 2.2854 1.6408 0.1982
H 3.0203 -1.2605 -0.2307
H 3.9314 0.0186 0.8275
```

- SMILES: C=CC(=C)C(=C)CC
- Total charge: 0
- HOMO: -0.3337 Eh
- HOMO-LUMO gap: 10.154 eV

=====

R:
A 2-piece molecular cluster, C8H12 overall, computed with wB97M-V/def2-TZVPD.

Structure (XYZ):
```
20
Properties=species:S:1:pos:R:3
C -2.4534 -0.8022 0.5238
C -2.5578 -0.2316 -0.6723
C 2.2598 -1.2728 -0.1879
C 1.4631 -0.3528 -0.7153
C -1.3546 -0.9968 -0.4062
C 0.0423 1.5642 -0.7369
C 0.6460 0.4899 1.5238
C 0.3619 0.2732 0.0330
H -2.9625 -0.9342 1.5508
H -3.0822 0.4393 -1.4157
H 2.9113 -1.9830 -0.6871
H 2.3281 -1.3676 0.9079
H 1.4292 -0.3173 -1.7388
H -1.0880 -1.9443 -0.8516
H 0.9750 2.2382 -0.6367
H -0.8480 2.2788 -0.3662
H -0.1567 1.3263 -1.8671
H 0.0232 1.4018 1.8670
H 0.4135 -0.4736 2.1923
H 1.6498 0.6644 1.6831
```

- Total charge: 0
- HOMO: -0.2735 Eh
- HOMO-LUMO gap: 8.504 eV

=====

We find Q to be the most stable, with the next structure 23.9 kJ/mol higher.

=====

P:
One molecule with the formula C8H12, computed with wB97M-V/def2-TZVPD.

Structure (XYZ):
```
20
Properties=species:S:1:pos:R:3
C -0.5695 1.2938 1.0509
C -0.2835 0.5021 -0.3718
C -1.7003 0.2616 -0.7783
C -1.6623 -0.9888 0.2521
C -0.1487 -0.9446 -0.0275
C 1.3044 -1.2734 0.4202
C 2.1026 0.0417 -0.0918
C 1.2934 0.9478 -0.7353
H 0.0637 1.1569 1.9193
H -1.7067 1.3110 1.4999
H -0.2142 2.4705 0.6108
H -2.4168 1.1449 -0.9607
H -1.6078 -0.3266 -1.8366
H -2.1976 -0.5289 1.0552
H -2.0106 -1.8367 -0.1536
H -0.1422 -1.3716 -1.1565
H 1.8962 -2.0643 0.0282
H 1.1863 -1.0160 1.5753
H 3.0684 0.1580 0.1450
H 2.0650 1.8612 -1.0379
```

- SMILES: C[C@@]12C=CC[C@H]1CC2
- Total charge: 0
- HOMO: -0.3353 Eh
- HOMO-LUMO gap: 10.183 eV

=====

Q:
One molecule with the formula C8H12, computed with wB97M-V/def2-TZVPD.

Structure (XYZ):
```
20
Properties=species:S:1:pos:R:3
C -0.4836 -1.9490 -0.0363
C -1.1595 -0.8261 -0.8244
C -1.2700 0.5032 -0.0847
C -2.4721 1.0176 0.2206
C 1.2566 0.8613 -0.1114
C -0.0539 1.1059 0.3401
C 2.2335 -0.3922 -0.3223
C 2.1687 0.1854 0.9563
H 0.3113 -1.6309 0.6159
H -1.2536 -2.3424 0.6221
H -0.1240 -2.7611 -0.6574
H -2.0769 -1.2273 -1.2456
H -0.5116 -0.5253 -1.6519
H -3.4015 0.4782 0.3576
H -2.6700 2.0826 0.2841
H 1.8579 1.6095 -0.6261
H -0.1109 1.8370 1.1500
H 2.8985 0.0062 -1.1124
H 2.3718 -1.4605 -0.4489
H 2.7636 0.9531 1.4407
```

- Total charge: 0
- HOMO: -0.2577 Eh
- HOMO-LUMO gap: 5.449 eV

=====

R:
One molecule with the formula C8H12, computed with wB97M-V/def2-TZVPD.

Structure (XYZ):
```
20
Properties=species:S:1:pos:R:3
C 1.0846 -1.5813 -1.1160
C -0.1781 -0.7385 -1.7113
C -0.4882 0.1537 -0.4707
C 0.6246 0.3075 0.2929
C 1.7713 -0.5931 -0.2245
C 0.3200 1.1105 1.6149
C -1.2809 0.9849 1.4697
C -1.5995 0.8893 0.0412
H 0.6549 -2.3447 -0.4905
H 1.5443 -2.2480 -1.8314
H 0.1326 -0.2363 -2.6496
H -1.0316 -1.5311 -2.0512
H 2.5199 0.0073 -0.8786
H 2.3156 -0.9403 0.7189
H 0.6454 0.5950 2.4442
H 0.5415 2.1185 1.6347
H -1.6684 0.0080 1.9039
H -1.8307 1.7184 2.0330
H -1.3883 1.8593 -0.4589
H -2.6892 0.4609 -0.2707
```

- SMILES: C1CC2=C(C1)CCC2
- Total charge: 0
- HOMO: -0.3030 Eh
- HOMO-LUMO gap: 9.374 eV

=====

S:
One molecule with the formula C8H12, computed with wB97M-V/def2-TZVPD.

Structure (XYZ):
```
20
Properties=species:S:1:pos:R:3
C 1.0674 -0.2605 -1.6663
C 0.1354 0.5229 -1.1665
C 0.8726 0.8110 1.0643
C 0.8758 -0.7699 0.7954
C 0.0014 1.4390 -0.0400
C 0.2729 -0.9897 -0.6129
C -1.4659 1.6767 0.4403
C -0.7712 -2.1172 -0.7592
H 1.7736 -0.3971 -2.5771
H 0.6711 1.0789 2.1163
H 1.9752 1.0100 1.1293
H 2.0033 -1.0933 0.7984
H 0.5646 -1.3399 1.6849
H 0.4333 2.4141 -0.3338
H -1.9022 0.7430 0.5811
H -1.9269 2.1823 -0.4944
H -1.3299 2.2620 1.3611
H -0.7085 -2.6352 -1.7843
H -1.8723 -1.7403 -0.6654
H -0.6697 -2.7968 0.1288
```

- SMILES: C[C@H]1CC[C@]2(C)C=C12
- Total charge: 0
- HOMO: -0.3036 Eh
- HOMO-LUMO gap: 9.080 eV

=====

We find R to be the most stable, with the next structure 224.5 kJ/mol higher.

=====

P:
One molecule with the formula C9H16N2O4, computed with wB97M-V/def2-TZVPD.

Structure (XYZ):
```
31
Properties=species:S:1:pos:R:3
C 0.1574 0.4936 -1.7247
C -0.8128 0.6177 -0.5709
C 0.0682 -0.9037 -2.3997
C 0.6543 -0.9458 -3.7319
C -1.4581 0.3647 1.6144
C -1.2770 1.6446 2.4427
C -1.0079 -0.8424 2.5868
C 0.4985 -0.5686 2.6984
C 0.8281 -0.2910 1.1802
H 2.0297 1.3181 -1.9467
H 2.0986 0.0069 -1.2227
H -0.1322 1.2499 -2.4390
H -1.0120 -1.1096 -2.4129
H 0.4440 -2.7065 -1.7427
H 0.7954 -1.9949 -4.0930
H 1.6335 -0.4876 -3.7631
H 0.0838 -0.3668 -4.4647
H -2.4746 0.3679 1.2326
H -1.1440 -1.8672 2.1332
H -1.5122 -0.6529 3.5408
H 1.1300 -1.3143 3.0966
H 0.7299 0.2631 3.3640
H 1.1156 -1.1301 0.5059
H 1.5584 0.6137 0.9780
H -0.4856 3.3464 2.6240
N 1.5041 0.8056 -1.2676
N -0.3711 0.3335 0.6839
O -1.9208 1.1406 -0.7730
O 0.6770 -1.8369 -1.4443
O -2.0332 1.9002 3.3634
O -0.3648 2.5516 1.9522
```

- SMILES: C[C@@H](O)[C@H](N)C(=O)N1CCC[C@H]1C(=O)O
- Total charge: 0
- HOMO: -0.3215 Eh
- HOMO-LUMO gap: 9.264 eV

=====

Q:
C9H16N2O4 as an isolated structure, computed with wB97M-V/def2-TZVPD.

Structure (XYZ):
```
31
Properties=species:S:1:pos:R:3
C -1.0151 0.3686 -1.7119
C -0.4131 0.8283 -0.2743
C 0.4362 0.0699 -2.4535
C 1.1561 -1.0698 -1.9286
C 0.3393 0.6131 2.0005
C 1.7279 1.0424 1.9350
C 0.0949 -0.5928 2.9720
C -1.3061 -1.0604 2.3840
C -0.7938 -1.1984 0.8750
H -2.5904 1.6465 -1.5053
H -1.3641 2.3700 -2.3490
H -1.5072 -0.6705 -1.7949
H 0.9143 0.9857 -2.6642
H -0.6586 0.2362 -4.0947
H 1.0275 -1.0911 -0.5033
H 0.5218 -2.1272 -2.4482
H 2.3332 -1.2611 -2.1231
H -0.0889 1.5611 2.2635
H 0.0819 -0.4875 4.0152
H 0.9623 -1.2179 2.6037
H -2.1201 -0.2746 2.6134
H -1.7961 -2.0799 2.8112
H -1.5396 -1.2892 0.1094
H 0.0751 -2.0881 0.8613
H 3.2273 1.1923 0.5624
N -1.8198 1.4280 -2.1286
N -0.1502 0.0731 0.7816
O -0.2153 2.0453 -0.3347
O -0.0952 -0.4101 -3.8532
O 2.1890 1.9098 2.6068
O 2.3870 0.5479 0.7726
```

- Total charge: 0
- HOMO: -0.3367 Eh
- HOMO-LUMO gap: 9.718 eV

=====

We find P to be the most stable, with the next structure 399.7 kJ/mol higher.

=====

P:
A 4-piece molecular cluster, C5H11NS overall, computed with wB97M-V/def2-TZVPD.

Structure (XYZ):
```
18
Properties=species:S:1:pos:R:3
C -1.8760 -1.7286 -0.1856
C 1.4618 0.1913 0.1859
C 0.6474 -0.7237 -0.2555
C 2.5083 0.9356 -0.5550
C -3.6115 3.0916 -0.0291
N -4.3914 3.1365 -0.8599
S -0.3340 -1.6352 0.8221
H -2.0034 -2.8419 -0.3452
H -2.7700 -1.3479 0.2765
H 1.4491 0.3659 1.1509
H 0.4657 -1.1204 -1.3187
H 3.5517 0.7986 -0.2679
H 2.4987 0.6905 -1.6758
H 2.3296 2.0191 -0.4951
H -1.6101 -1.2212 -1.2358
H -2.7736 3.0704 0.7323
H 2.3472 -2.2490 1.9331
H 2.1104 -1.4317 2.1228
```

- Total charge: 0
- HOMO: -0.3058 Eh
- HOMO-LUMO gap: 9.014 eV

=====

Q:
One molecule with the formula C5H11NS, computed with wB97M-V/def2-TZVPD.

Structure (XYZ):
```
18
Properties=species:S:1:pos:R:3
C -1.1659 0.2323 1.1624
C 0.9726 0.8612 0.4107
C 0.4759 1.3575 -0.8812
C -0.0026 -1.2480 -1.3043
C 0.2572 -1.3875 0.2310
H -1.9063 -0.5005 1.4193
H -1.4272 0.9087 0.1809
H -1.2403 0.8643 2.0613
H 2.0605 0.5487 0.5811
H 1.0566 1.6826 1.0825
H 0.9489 2.4598 -0.9352
H -0.6691 1.5458 -0.8022
H -1.1306 -1.0357 -1.4216
H 0.4325 -2.1830 -1.6506
H -0.6327 -1.9246 0.6844
H 1.1429 -2.0288 0.3657
N 0.2156 -0.2212 1.0028
S 0.6120 0.0686 -2.1869
```

- SMILES: CN1CCSCC1
- Total charge: 0
- HOMO: -0.2904 Eh
- HOMO-LUMO gap: 8.814 eV

=====

We find Q to be the most stable, with the next structure 87.7 kJ/mol higher.

=====

P:
A 2-piece molecular cluster, C4H9O2 overall, computed with wB97M-V/def2-TZVPD.

Structure (XYZ):
```
15
Properties=species:S:1:pos:R:3
C -0.7306 0.2896 1.3620
C -1.1478 1.4929 2.1520
H -0.3726 -0.5785 1.9151
H -1.5459 -0.0730 0.7320
H 0.0347 0.4367 0.6001
H -1.9831 1.2399 2.8200
H -0.3840 2.0354 2.7118
H -1.6255 2.2636 1.5420
C 1.7011 -1.0458 -1.6379
C 0.3679 -0.9907 -2.4228
O 0.2851 -0.2946 -3.4509
O -0.5635 -1.6824 -1.8958
H 1.9083 -2.0821 -1.3889
H 1.5858 -0.4077 -0.7630
H 2.4699 -0.6033 -2.2756
```

- Total charge: -1
- HOMO: -0.1344 Eh
- HOMO-LUMO gap: 7.299 eV

=====

Q:
An isolated ion of composition C4H9O2 and charge -1, computed with wB97M-V/def2-TZVPD.

Structure (XYZ):
```
15
Properties=species:S:1:pos:R:3
C 1.7302 -0.8416 0.2219
O 1.4975 -1.6309 -0.8701
C 0.4604 -0.0814 0.6901
C -0.4540 0.3270 -0.4934
C -1.7068 1.0698 0.0194
O -0.8773 -0.7710 -1.2687
H 2.4451 -0.0058 0.0228
H 2.1144 -1.4195 1.0799
H -0.0861 -0.7139 1.4089
H 0.5890 0.8260 1.3020
H 0.1149 0.9917 -1.1826
H -1.4873 2.1232 0.2083
H -2.0201 0.5370 0.9173
H -2.4518 0.9843 -0.7685
H 0.1319 -1.3950 -1.2872
```

- SMILES: C[C@H](O)CC[O-]
- Total charge: -1
- HOMO: -0.1215 Eh
- HOMO-LUMO gap: 7.718 eV

=====

We find P to be the most stable, with the next structure 143.1 kJ/mol higher.